No. 1
This record from OMol25 describes C6H10 in the gas phase at a distorted geometry. The level of theory is the ωB97M-V functional and the def2-TZVPD basis.

Last column: Löwdin charge in e.
Cartesian coordinates (Å):
C1 1.654 0.594 0.094  -0.0982
C2 0.435 0.011 -0.582  -0.3907
C3 0.111 -1.342 0.015  -0.1654
C4 -0.952 -1.981 -0.437  -0.0125
C5 -1.022 1.555 0.804  0.0010
C6 -0.835 0.817 -0.282  -0.1616
H1 2.551 0.069 -0.240  0.0816
H2 1.728 1.661 -0.119  0.0825
H3 1.565 0.451 1.178  0.0739
H4 0.572 -0.022 -1.675  0.1407
H5 -1.105 -1.892 -1.504  0.0661
H6 0.559 -1.675 0.950  0.1085
H7 -1.574 -2.563 0.229  0.0612
H8 -0.238 1.676 1.544  0.0538
H9 -1.975 2.035 1.008  0.0544
H10 -1.672 0.698 -0.975  0.1045

Output
Gap between HOMO and LUMO in eV: 10.17
SMILES: C=CC(C)C=C
Charge: 0
F_max in eV/Å: 1.21
ΔE to the lowest compared entry with this formula, charge and spin in kcal/mol: 42.8
Spin multiplicity: 1


No. 2
This record from OMol25 describes a molecular structure, C14H30F12O17S9Zn at a distorted geometry. The level of theory is the ωB97M-V functional and the def2-TZVPD basis.

Last column: Löwdin charge in e.
Cartesian coordinates (Å):
Zn1 -2.488 2.072 -4.877  0.8181
C1 2.100 -1.127 -8.365  -0.6627
F1 2.492 -2.066 -7.477  0.1112
F2 2.678 0.033 -7.939  0.0937
F3 2.640 -1.280 -9.517  0.1581
S1 0.207 -0.912 -8.643  0.5377
O1 0.187 0.229 -9.630  -0.3338
O2 -0.368 -2.139 -9.238  -0.3381
O3 -0.398 -0.448 -7.395  -0.3461
C2 2.500 7.031 -6.598  -0.6078
F4 3.530 6.563 -7.365  0.0899
F5 2.732 6.707 -5.339  0.1435
F6 2.422 8.372 -6.766  0.1050
S2 0.865 6.198 -7.214  0.5450
O4 0.650 5.000 -6.338  -0.2802
O5 -0.235 7.127 -7.078  -0.2719
O6 1.182 5.781 -8.592  -0.2848
C3 -3.114 8.535 -2.226  -0.5649
F7 -3.612 9.788 -2.467  0.0845
F8 -1.933 8.491 -2.917  0.0958
F9 -2.920 8.256 -0.937  0.1287
S3 -4.441 7.257 -2.937  0.5245
O7 -3.771 5.966 -3.295  -0.3355
O8 -5.500 7.234 -1.942  -0.3116
O9 -5.122 7.822 -4.101  -0.3014
C4 0.937 -1.158 -0.352  -0.7171
F10 2.010 -1.569 0.283  0.1425
F11 0.600 -1.923 -1.322  0.1723
F12 -0.098 -1.165 0.539  0.0865
S4 1.210 0.586 -1.036  0.4459
O10 2.185 0.457 -2.082  -0.2935
O11 -0.074 1.077 -1.591  -0.3334
O12 1.671 1.338 0.077  -0.2940
C5 -7.897 -1.864 -3.497  -0.2399
S5 -6.204 -1.810 -4.308  0.8124
O13 -5.494 -0.764 -3.456  -0.5934
C6 -5.573 -3.376 -3.769  -0.2790
H1 -8.368 -2.820 -3.725  0.0358
H2 -8.568 -1.013 -3.614  0.0508
H3 -7.729 -1.872 -2.420  0.0457
H4 -6.308 -4.097 -4.126  0.0486
H5 -5.770 -3.211 -2.709  0.0424
H6 -4.500 -3.522 -3.885  0.0703
C7 0.464 -10.071 4.523  -0.2609
S6 1.719 -8.805 5.034  0.8293
O14 1.086 -8.117 6.229  -0.5822
C8 1.471 -7.731 3.574  -0.2726
H7 0.875 -10.690 3.726  0.0447
H8 -0.479 -9.614 4.223  0.0511
H9 0.372 -10.756 5.366  0.0418
H10 0.436 -7.751 3.235  0.0473
H11 2.141 -7.953 2.743  0.0478
H12 1.812 -6.704 3.705  0.0537
C9 -2.694 5.835 7.069  -0.2634
S7 -3.251 4.518 5.873  0.8473
O15 -4.442 5.170 5.119  -0.5877
C10 -1.929 4.931 4.777  -0.3062
H13 -2.806 6.823 6.622  0.0556
H14 -1.704 5.531 7.408  0.0439
H15 -3.416 5.862 7.885  0.0358
H16 -2.026 5.977 4.486  0.0667
H17 -1.938 4.173 3.993  0.0571
H18 -0.959 4.777 5.250  0.0509
C11 -1.056 -2.265 9.661  -0.2710
S8 0.078 -0.936 9.243  0.8075
O16 1.055 -0.668 10.413  -0.5855
C12 1.039 -1.678 7.910  -0.2685
H19 -0.417 -2.898 10.277  0.0566
H20 -1.390 -2.657 8.701  0.0478
H21 -2.006 -1.925 10.074  0.0501
H22 1.899 -1.063 7.643  0.0582
H23 0.401 -1.911 7.058  0.0532
H24 1.379 -2.649 8.271  0.0517
C13 8.358 -4.357 -0.779  -0.2651
S9 8.328 -3.467 0.842  0.8459
O17 9.786 -3.410 1.443  -0.6103
C14 7.698 -1.740 0.584  -0.2484
H25 7.393 -4.710 -1.143  0.0479
H26 9.066 -5.181 -0.857  0.0480
H27 8.776 -3.671 -1.516  0.0407
H28 8.433 -0.937 0.639  0.0520
H29 6.892 -1.492 1.274  0.0427
H30 7.244 -1.576 -0.394  0.0467

Output
Gap between HOMO and LUMO in eV: 2.08
Charge: -2
F_max in eV/Å: 3.93
ΔE to the lowest compared entry with this formula, charge and spin in kcal/mol: 4.2
Spin multiplicity: 1


No. 3
This record from OMol25 describes a molecular structure, C24H20BrMnN5O10S2 at a distorted geometry. The level of theory is the ωB97M-V functional and the def2-TZVPD basis.

Last column: Löwdin charge in e.
Cartesian coordinates (Å):
Mn1 -0.767 -0.423 -0.143  0.7525
Br1 1.200 -12.091 5.429  0.8059
C1 1.028 -10.360 4.731  -0.6920
C2 -0.119 -9.632 4.997  -0.1103
C3 -0.235 -8.350 4.484  -0.0150
C4 0.768 -7.823 3.686  -0.2511
C5 1.917 -8.566 3.425  -0.0140
C6 2.053 -9.833 3.957  -0.1069
N1 0.537 -6.516 3.176  0.0779
N2 1.335 -6.203 2.300  0.0690
C7 1.166 -4.901 1.716  -0.1433
C8 2.142 -4.625 0.801  0.0261
C9 2.184 -3.419 0.075  0.0483
C10 1.224 -2.514 0.306  -0.1494
O1 1.162 -1.244 -0.348  0.0285
C11 0.184 -2.724 1.220  -0.1183
N3 -0.732 -1.711 1.357  0.0313
C12 -1.716 -1.882 2.222  -0.0719
C13 -1.873 -3.047 2.971  0.0029
C14 -0.975 -4.064 2.838  0.0517
C15 0.126 -3.926 1.947  -0.0339
H1 -0.907 -10.066 5.596  0.1082
H2 -1.123 -7.758 4.675  0.1151
H3 2.700 -8.132 2.817  0.1086
H4 2.947 -10.416 3.776  0.1093
H5 2.906 -5.377 0.646  0.1308
H6 2.968 -3.232 -0.649  0.1448
H7 -2.424 -1.067 2.317  0.1287
H8 -2.717 -3.129 3.643  0.1285
H9 -1.076 -4.971 3.404  0.1027
O2 -1.792 2.683 -3.037  -0.2379
S1 -2.048 1.620 -2.118  0.8520
O3 -0.928 0.717 -1.843  -0.2798
O4 -2.299 2.576 -0.722  -0.1357
C16 -3.559 0.858 -2.575  -0.2260
C17 -4.268 1.536 -3.559  -0.0112
C18 -5.399 0.928 -4.082  -0.0087
C19 -5.795 -0.326 -3.645  0.0101
C20 -5.085 -1.000 -2.651  -0.0019
C21 -3.970 -0.418 -2.104  -0.2126
S2 -3.171 -1.169 -0.726  0.5733
O5 -1.914 -1.804 -1.193  -0.2883
O6 -4.094 -2.004 -0.044  -0.2029
O7 -2.714 0.057 0.019  -0.3819
H10 -3.938 2.505 -3.910  0.1298
H11 -5.975 1.446 -4.837  0.1313
H12 -6.677 -0.788 -4.072  0.1336
H13 -5.406 -1.969 -2.285  0.1381
N4 -0.395 4.167 -1.220  0.2905
C22 -0.316 3.471 -0.124  -0.4095
N5 0.570 3.643 0.828  0.2664
O8 -1.197 2.496 0.159  0.0342
H14 0.227 4.942 -1.384  0.1662
H15 -1.029 3.895 -1.953  0.0857
H16 1.355 4.261 0.698  0.1560
H17 0.600 2.988 1.594  0.1470
C23 4.176 0.443 0.623  0.0564
O9 3.197 -0.583 0.264  0.0687
C24 1.970 -0.226 0.092  -0.5450
O10 1.440 0.850 0.256  0.1221
H18 4.901 -0.050 1.256  0.1101
H19 3.691 1.259 1.144  0.0934
H20 4.647 0.790 -0.289  0.1116

Output
Gap between HOMO and LUMO (spin up / spin down) in eV: 5.88 / 5.88
⟨S²⟩: 1.075
Charge: +2
F_max in eV/Å: 1.43
Spin multiplicity: 2


No. 4
This record from OMol25 describes a molecular structure, C17H11Br4O9PtS. The level of theory is the ωB97M-V functional and the def2-TZVPD basis.

Last column: Löwdin charge in e.
Cartesian coordinates (Å):
Pt1 1.640 0.443 0.533  1.1312
O1 4.065 1.300 4.081  0.1288
C1 3.380 0.970 3.164  -0.5218
O2 3.263 0.134 2.284  -0.0450
C2 1.882 2.290 2.946  -0.5162
O3 1.468 2.640 4.001  0.1438
O4 1.747 2.448 1.734  -0.0504
Br1 -2.437 -5.036 -1.419  0.7195
C3 -1.430 -3.828 -0.387  -0.7421
C4 -1.598 -3.804 1.037  -0.7431
Br2 -2.790 -5.012 1.850  0.7175
C5 -0.904 -2.911 1.805  -0.6593
Br3 -1.090 -2.791 3.670  0.7971
C6 -0.019 -1.956 1.210  -0.4126
O5 0.574 -1.070 1.873  -0.1138
C7 0.210 -2.036 -0.236  -0.3862
O6 1.061 -1.270 -0.762  -0.1328
C8 -0.549 -2.978 -0.996  -0.6466
Br4 -0.262 -2.948 -2.853  0.7906
O7 -3.198 1.648 -2.506  0.0484
C9 -3.048 1.067 -1.303  -0.2697
C10 -4.102 0.313 -0.784  -0.0187
C11 -4.002 -0.251 0.474  -0.0856
C12 -2.859 -0.059 1.246  -0.0926
C13 -1.803 0.659 0.710  -0.0388
C14 -1.857 1.196 -0.572  -0.0615
C15 -0.699 1.887 -1.228  -0.5356
O8 -0.968 2.664 -2.166  0.0228
O9 0.500 1.568 -0.944  -0.1640
H1 -2.383 2.207 -2.615  0.0498
H2 -4.993 0.199 -1.388  0.1104
H3 -4.830 -0.829 0.868  0.0994
H4 -2.793 -0.461 2.248  0.0874
H5 -0.924 0.832 1.315  0.0935
C16 3.018 2.755 -1.664  -0.3623
S1 3.606 1.318 -0.752  0.7978
C17 3.612 0.087 -2.067  -0.3752
H6 2.227 2.459 -2.346  0.0373
H7 3.855 3.218 -2.185  0.0373
H8 2.589 3.440 -0.937  0.0424
H9 4.329 0.366 -2.839  0.0403
H10 2.609 -0.007 -2.480  0.0379
H11 3.904 -0.860 -1.619  0.0409

Output
Gap between HOMO and LUMO (spin up / spin down) in eV: 7.29 / 6.22
⟨S²⟩: 6.027
Charge: -1
F_max in eV/Å: 0.70
Spin multiplicity: 5


No. 5
This record from OMol25 describes a gas-phase ion, C6H8N (charge +1) at a distorted geometry. The level of theory is the ωB97M-V functional and the def2-TZVPD basis.

Last column: Löwdin charge in e.
Cartesian coordinates (Å):
C1 -0.682 0.453 0.091  0.1304
C2 -3.278 -0.495 0.168  -0.0133
C3 0.117 1.597 -0.350  0.0110
C4 1.833 -0.592 0.581  0.0337
C5 1.293 -0.908 -0.811  0.0454
C6 0.663 0.208 0.060  -0.3194
N1 -2.232 -0.279 -0.440  0.1317
H1 -3.991 -0.897 -0.399  0.0554
H2 -3.400 -0.201 1.260  0.1362
H3 0.124 1.923 -1.482  0.1665
H4 0.225 2.521 0.379  0.1666
H5 1.676 -1.168 1.482  0.1276
H6 2.661 0.039 0.784  0.1163
H7 1.715 -0.684 -1.785  0.1397
H8 0.758 -1.705 -1.072  0.0723

Output
Gap between HOMO and LUMO (spin up / spin down) in eV: 8.39 / 8.39
SMILES: C=[N+]=C1CC12CC2
Charge: +1
F_max in eV/Å: 6.43
ΔE to the lowest compared entry with this formula, charge and spin in kcal/mol: 194.1
Spin multiplicity: 1